The following is a quantum chemistry calculation of a structure of composition C47H42NOS5SbYb, from the OMol25 dataset.

Last column: Löwdin charge in e.
Positions of all 98 atoms, in Å:
Yb 1.28432 0.39623 0.79364  0.97
S 3.81840 -0.26367 0.62939  0.52
C 4.12160 -0.91293 2.22909  -0.70
C 5.07943 -1.92666 2.36935  -0.12
C 5.43594 -2.42089 3.60855  -0.07
C 4.84780 -1.92197 4.76553  -0.08
C 3.88403 -0.93919 4.65827  -0.11
C 3.52110 -0.44332 3.40735  -0.55
S 2.26277 0.82438 3.39590  0.90
C 3.28762 2.31995 3.02531  -0.32
C 2.74314 3.20469 1.94202  -0.35
C 2.43925 4.53621 2.19691  0.00
C 2.03611 5.34213 1.14545  -0.03
C 2.00916 4.81266 -0.13495  -0.01
C 2.34471 3.47682 -0.30985  -0.33
C 2.50442 2.88674 -1.67885  -0.35
S 1.56811 1.34774 -1.97763  0.92
C -0.06623 1.88602 -2.45329  -0.52
C -0.21581 2.70932 -3.56514  -0.10
C -1.47485 3.01411 -4.04954  -0.08
C -2.59540 2.46777 -3.43407  -0.08
C -2.45138 1.63000 -2.34350  -0.12
C -1.18614 1.32707 -1.82393  -0.66
S -1.08080 0.22495 -0.47146  0.54
N 2.64418 2.68014 0.71804  0.04
H 5.53786 -2.31666 1.47005  0.10
H 6.18553 -3.19860 3.67992  0.11
H 5.14820 -2.29272 5.73585  0.11
H 3.40121 -0.54241 5.54223  0.10
H 4.25700 1.92730 2.72272  0.09
H 3.38553 2.86670 3.95988  0.08
H 2.51733 4.93014 3.20097  0.12
H 1.77626 6.37855 1.31676  0.12
H 1.75249 5.42303 -0.99066  0.12
H 3.53667 2.55302 -1.79437  0.09
H 2.26846 3.60668 -2.45862  0.08
H 0.66123 3.09486 -4.07204  0.11
H -1.58041 3.64341 -4.92287  0.11
H -3.58528 2.68968 -3.81251  0.11
H -3.31275 1.17274 -1.87178  0.10
C -6.35259 2.12382 3.04756  -0.03
C -4.92656 2.33578 2.64400  -0.23
C -3.91450 1.52256 3.14063  0.01
C -2.59842 1.65743 2.73847  -0.17
C -1.57677 0.72926 3.32297  -0.04
C -2.27447 2.68473 1.80974  -0.11
C -0.94189 2.89589 1.32414  -0.17
O 0.07451 2.23649 1.57722  -0.19
C -3.29277 3.54522 1.32566  -0.19
C -3.01284 4.65732 0.34859  -0.03
C -4.59246 3.34566 1.74400  0.00
H -6.42656 1.54159 3.96411  0.08
H -6.87293 1.57639 2.25798  0.10
H -6.87258 3.07081 3.18724  0.09
H -4.16677 0.75328 3.86131  0.12
H -2.00616 0.15200 4.14018  0.09
H -0.71478 1.27677 3.69924  0.06
H -1.21818 0.02356 2.56727  0.04
H -0.80027 3.77955 0.68676  0.13
H -2.66105 4.26041 -0.60216  0.08
H -2.26684 5.35944 0.72342  0.09
H -3.92765 5.21494 0.15744  0.08
H -5.37526 3.98991 1.36081  0.12
S 0.63402 -2.22127 1.27102  0.01
Sb 0.11111 -2.80787 -0.91417  1.27
C 0.25391 -4.93448 -0.97551  -0.34
C 1.35513 -5.58552 -0.43163  -0.12
C 1.43760 -6.96772 -0.49444  -0.07
C 0.42256 -7.70039 -1.09412  -0.07
C -0.67595 -7.04952 -1.63720  -0.07
C -0.76103 -5.66569 -1.58143  -0.12
C 1.64827 -2.18243 -2.26745  -0.36
C 1.37784 -1.70387 -3.54422  -0.14
C 2.42679 -1.44703 -4.41318  -0.08
C 3.73532 -1.65684 -4.00390  -0.07
C 3.99993 -2.12762 -2.72585  -0.07
C 2.95512 -2.40215 -1.85563  -0.17
C -1.91446 -2.60309 -1.60454  -0.41
C -2.24928 -2.15820 -2.87448  -0.12
C -3.58762 -2.06024 -3.23001  -0.07
C -4.57791 -2.40811 -2.32355  -0.07
C -4.23464 -2.84330 -1.05109  -0.07
C -2.90052 -2.94295 -0.68764  -0.14
H 2.14095 -5.01734 0.05334  0.09
H 2.29294 -7.47705 -0.06996  0.11
H 0.48582 -8.77972 -1.13304  0.11
H -1.47005 -7.61918 -2.10184  0.11
H -1.62036 -5.16346 -2.00840  0.09
H 0.36420 -1.51489 -3.86802  0.08
H 2.21698 -1.08494 -5.41144  0.11
H 4.55200 -1.45500 -4.68477  0.11
H 5.02128 -2.28366 -2.40516  0.11
H 3.16519 -2.76887 -0.85955  0.07
H -1.49188 -1.87926 -3.59208  0.08
H -3.85200 -1.70339 -4.21713  0.11
H -5.61916 -2.34140 -2.61082  0.11
H -5.00615 -3.09705 -0.33580  0.11
H -2.62893 -3.27328 0.30901  0.11

Results
Gap between HOMO and LUMO (alpha / beta)   6.7 / 6.7 eV
Spin multiplicity   2
Total charge   +1
Largest force on an atom   0.76 eV/A
Total energy   -5336.02783 a.u.
Energy above the lowest of the compared OMol25 structures with the same formula, charge and spin   0.2 kcal/mol
<S²>   0.7509

---

The following is a quantum chemistry calculation of a structure of composition C47H44As2FeN3O2S4, from the OMol25 dataset.

Last column: Löwdin charge in e.
Positions of all 103 atoms, in Å:
Fe 0.22352 -0.76961 0.42077  -0.12
C 0.53054 3.02959 -0.11218  -0.04
C 1.62507 2.19167 -0.69989  -0.32
C 2.45260 2.75996 -1.70109  -0.01
C 3.51084 2.05184 -2.17357  0.00
C 3.79424 0.77753 -1.63209  -0.16
C 4.90531 0.01063 -2.04599  -0.04
C 5.14484 -1.19929 -1.46015  -0.07
C 4.29359 -1.69105 -0.45547  -0.09
C 3.19178 -0.98147 -0.03529  -0.55
S 2.16906 -1.59139 1.24451  0.73
C 2.92367 0.28253 -0.63907  -0.25
N 1.83079 0.99162 -0.21716  0.09
H 0.96134 3.70029 0.63708  0.09
H -0.21965 2.40674 0.37272  0.03
H 0.04425 3.65643 -0.85998  0.08
H 2.21773 3.74764 -2.07580  0.12
H 4.15122 2.45113 -2.95124  0.12
H 5.55197 0.39821 -2.82325  0.11
H 5.99295 -1.79604 -1.77042  0.10
H 4.49965 -2.65433 -0.00734  0.10
S -1.48161 -1.82213 1.59852  0.66
C -0.87528 -2.00270 3.25370  -0.69
C -1.27734 -3.04995 4.07892  -0.14
C -0.77334 -3.13569 5.36868  -0.08
C 0.13167 -2.19838 5.84985  -0.08
C 0.51882 -1.13827 5.04185  -0.07
C 0.00247 -1.04493 3.76021  -0.41
As 0.23556 0.38874 2.52130  1.27
C 1.68889 1.45251 3.26893  -0.33
C 1.39931 2.19669 4.41416  -0.12
C 2.37929 2.96492 5.02579  -0.08
C 3.66065 3.00014 4.49642  -0.08
C 3.95997 2.24605 3.37224  -0.07
C 2.98387 1.46722 2.76635  -0.09
C -1.26986 1.53215 3.04177  -0.35
C -1.22254 2.91077 2.85961  -0.14
C -2.30388 3.70727 3.20743  -0.08
C -3.44344 3.13462 3.75341  -0.08
C -3.48732 1.76457 3.96487  -0.07
C -2.40697 0.96745 3.61311  -0.11
H -1.96089 -3.80094 3.70460  0.10
H -1.08367 -3.95565 6.00448  0.10
H 0.53100 -2.29293 6.85092  0.10
H 1.21543 -0.39165 5.40387  0.10
H 0.40077 2.18686 4.83298  0.10
H 2.13834 3.53536 5.91346  0.10
H 4.42645 3.60303 4.96741  0.10
H 4.96371 2.25064 2.96699  0.11
H 3.24155 0.84903 1.92515  0.06
H -0.32752 3.38204 2.47470  0.09
H -2.25063 4.77822 3.05822  0.11
H -4.28702 3.75611 4.02426  0.10
H -4.36420 1.30845 4.40597  0.11
H -2.46143 -0.10002 3.77982  0.09
O -0.21496 -3.62343 -4.52546  0.05
C 0.28031 -2.42527 -4.87105  -0.27
C 0.38937 -2.14047 -6.23422  -0.02
C 0.88849 -0.92608 -6.66004  -0.09
C 1.29076 0.03844 -5.73928  -0.09
C 1.17201 -0.23266 -4.39086  -0.04
C 0.66451 -1.45009 -3.93282  -0.07
C 0.53933 -1.65790 -2.46839  -0.44
O 0.68005 -0.65676 -1.69554  -0.18
N 0.28731 -2.87893 -2.05220  -0.01
N 0.20154 -2.92943 -0.67472  -0.13
C 0.29644 -4.11927 -0.22875  -0.90
S 0.11861 -4.52227 1.46956  0.90
C 1.03457 -6.07284 1.30494  -0.51
C 0.57753 -6.72798 0.01446  -0.53
S 0.64462 -5.47869 -1.29518  0.95
H -0.20293 -3.67303 -3.53443  0.05
H 0.07641 -2.89968 -6.93856  0.12
H 0.96730 -0.72723 -7.72161  0.10
H 1.69197 0.98500 -6.07625  0.10
H 1.46905 0.49615 -3.64627  0.10
H 0.79943 -6.68944 2.17222  0.08
H 2.10684 -5.87537 1.28645  0.08
H -0.43887 -7.10825 0.11429  0.07
H 1.23702 -7.54482 -0.27831  0.07
C -3.15668 1.17860 0.23887  -0.25
As -1.75947 0.19473 -0.69000  1.15
C -2.79598 -1.25722 -1.45264  -0.25
C -1.46968 1.27720 -2.31679  -0.26
C -2.71130 1.94009 -2.82223  -0.30
C -3.11060 3.18699 -2.34401  -0.07
C -4.27056 3.78962 -2.80525  -0.08
C -5.05584 3.15273 -3.75617  -0.10
C -4.66525 1.91603 -4.24758  -0.08
C -3.50253 1.31636 -3.78589  -0.05
H -4.05486 1.20684 -0.37712  0.04
H -2.84120 2.19851 0.45279  0.02
H -3.36471 0.66534 1.17464  0.01
H -3.59647 -0.84447 -2.06574  0.03
H -3.22207 -1.84682 -0.64286  0.01
H -2.14402 -1.89085 -2.05267  0.03
H -1.06806 0.58142 -3.04993  0.06
H -0.68575 2.00027 -2.10857  0.06
H -2.50223 3.69380 -1.60266  0.10
H -4.56156 4.75987 -2.42306  0.10
H -5.96162 3.62201 -4.11720  0.10
H -5.26197 1.41788 -5.00089  0.10
H -3.19039 0.35912 -4.18812  0.12

Results
Gap between HOMO and LUMO (alpha / beta)   6.3 / 7.4 eV
Spin multiplicity   2
Total charge   0
Largest force on an atom   0.67 eV/A
Total energy   -9460.21038 a.u.
Energy above the lowest of the compared OMol25 structures with the same formula, charge and spin   18.1 kcal/mol
<S²>   0.8940

---

What is the formula in the first record?
C47H42NOS5SbYb